#i
DFT (wB97M-V/def2-TZVPD) results for 2 unconnected molecules or ions with the total composition C3H13N2.

CARTESIAN COORDINATES (ANGSTROEM)
N 2.502 0.962 0.598
N 0.332 0.063 -0.939
C -0.879 0.118 -0.119
C -2.066 -0.477 -0.891
C -0.610 -0.703 1.156
H -2.267 -0.011 -1.856
H 0.602 -0.901 -1.293
H 1.124 0.361 -0.304
H 0.255 -0.304 1.669
H -1.485 -0.602 1.809
H -0.446 -1.760 0.916
H 2.685 0.558 1.509
H -2.995 -0.535 -0.297
H 3.372 0.854 0.021
H 2.425 1.970 0.715
H -1.748 -1.524 -1.110
H -1.058 1.184 0.114
H 0.257 0.747 -1.697

Summary:
**Charge**: +1
**Frontier orbital gap**: 12.3 eV
**HOMO level**: -15.4 eV

Atom charges from the natural (NBO) analysis, given in e for atoms 1 to 6:
1. N -1.0940
2. N -0.7237
3. C -0.0538
4. C -0.6269
5. C -0.6273
6. H 0.2288


#ii
DFT (wB97M-V/def2-TZVPD) results for 2 unconnected molecules or ions with the total composition C3H13N2.

CARTESIAN COORDINATES (ANGSTROEM)
N 1.101 0.814 -0.293
N -1.587 0.057 0.532
C -1.538 1.165 1.589
C 1.064 -1.746 -0.759
C 1.160 -0.275 -1.341
H 0.305 -0.121 -1.968
H 1.692 -1.831 0.220
H -0.665 1.211 2.224
H 0.024 -2.163 -0.623
H -1.814 2.096 1.025
H 1.563 -2.333 -1.537
H 2.072 -0.347 -1.919
H 1.744 0.548 0.439
H 1.307 1.764 -0.693
H -2.355 0.924 2.257
H -2.047 -0.639 1.085
H 0.119 0.588 0.056
H -2.143 0.289 -0.294

Summary:
**Charge**: +1
**Frontier orbital gap**: 11.1 eV
**HOMO level**: -14.3 eV

Atom charges from the natural (NBO) analysis, given in e for atoms 1 to 6:
1. N -0.7316
2. N -0.8877
3. C -0.4486
4. C -0.6301
5. C -0.2392
6. H 0.2199


#i ends up most stable, edging out the next structure by 1.504 eV.


#i
DFT (wB97M-V/def2-TZVPD) results for a single C2H4NOP molecule.

CARTESIAN COORDINATES (ANGSTROEM)
P -0.049 0.952 -0.469
O -1.614 0.500 -0.269
N 0.806 0.607 2.563
C 0.369 0.846 1.533
C 0.676 -0.771 -0.684
H 0.055 -1.210 0.115
H 1.704 -0.975 -0.616
H 0.372 -1.147 -1.649
H -2.319 1.197 -0.524

Summary:
**SMILES string**: CP(O)C#N
**Frontier orbital gap**: 10.3 eV
**HOMO level**: -10.2 eV

Atom charges from the natural (NBO) analysis, given in e for atoms 1 to 6:
1. P 1.1157
2. O -0.9956
3. N -0.3753
4. C -0.0561
5. C -0.9464
6. H 0.2503


#ii
DFT (wB97M-V/def2-TZVPD) results for a molecular structure, C2H4NOP.

CARTESIAN COORDINATES (ANGSTROEM)
P -0.590 -0.911 0.015
O 0.956 -1.144 0.028
N 1.650 0.189 -0.013
C 0.789 1.119 -0.054
C -0.612 0.836 0.143
H -1.034 -1.755 -0.975
H -1.093 -1.871 1.148
H 1.315 2.144 -0.120
H -1.381 1.392 -0.173

Summary:
**Frontier orbital gap**: 8.7 eV
**HOMO level**: -8.2 eV

Atom charges from the natural (NBO) analysis, given in e for atoms 1 to 6:
1. P 1.3846
2. O -0.6985
3. N -0.1718
4. C 0.0158
5. C -0.8748
6. H -0.0735


#i ends up most stable, edging out the next structure by 3.024 eV.


#i
DFT (wB97M-V/def2-TZVPD) results for 2 unconnected molecules or ions with the total composition C4H8N.

CARTESIAN COORDINATES (ANGSTROEM)
N -0.311 0.299 0.583
C 1.264 -1.466 -0.042
C -2.364 -0.496 -0.626
C 0.419 1.534 0.172
C -1.377 -0.129 -0.040
H -3.054 -0.950 -1.204
H -0.116 2.285 0.535
H 1.410 1.464 0.430
H 0.720 -1.875 -0.871
H 1.185 -1.483 0.994
H -0.236 0.235 1.519
H 2.035 -0.869 -0.563
H 0.424 1.451 -0.887

Summary:
**Charge**: +1
**Frontier orbital gap (spin up / spin down)**: 6.4 / 8.2 eV
**HOMO level (spin up / spin down)**: -13.9 / -14.5 eV

Atom charges from the natural (NBO) analysis, given in e for atoms 1 to 6:
1. N -0.4483
2. C -0.1401
3. C -0.0867
4. C -0.3787
5. C 0.0925
6. H 0.2471


#ii
DFT (wB97M-V/def2-TZVPD) results for a gas-phase ion, C4H8N (charge +1).

CARTESIAN COORDINATES (ANGSTROEM)
N 0.943 -0.122 -0.260
C -0.487 0.254 -0.593
C -1.588 -0.262 0.299
C 0.405 1.205 -0.096
C 1.917 -0.875 0.112
H 2.670 -0.388 0.703
H 0.170 1.318 1.050
H -2.367 0.490 0.372
H 1.827 -1.894 -0.237
H -1.861 -1.137 -0.443
H -1.376 -0.541 1.339
H 0.646 2.014 -0.574
H -0.900 -0.063 -1.672

Summary:
**Charge**: +1
**SMILES string**: C=[N+]1C[C@@H]1C
**Frontier orbital gap**: 11.6 eV
**HOMO level**: -16.8 eV

Atom charges from the natural (NBO) analysis, given in e for atoms 1 to 6:
1. N -0.2462
2. C -0.0042
3. C -0.6404
4. C -0.2259
5. C 0.1331
6. H 0.2356


#iii
DFT (wB97M-V/def2-TZVPD) results for a molecular structure, C4H8N.

CARTESIAN COORDINATES (ANGSTROEM)
N 0.197 -0.593 0.392
C -1.826 -0.516 0.329
C -0.633 0.295 0.829
C -0.968 -1.426 -0.117
C 1.596 -0.760 0.353
H -0.463 1.137 1.484
H -0.745 1.955 -0.541
H -0.927 -2.384 -0.596
H 1.899 -1.587 1.007
H -0.888 2.561 -1.051
H -2.886 -0.375 0.363
H 1.910 -1.024 -0.661
H 2.100 0.149 0.681

Summary:
**Charge**: +1
**Frontier orbital gap**: 8.5 eV
**HOMO level**: -14.8 eV

Atom charges from the natural (NBO) analysis, given in e for atoms 1 to 6:
1. N -0.2583
2. C -0.2347
3. C 0.3020
4. C 0.0577
5. C -0.4405
6. H 0.2630


#ii ends up most stable, edging out the next structure by 0.907 eV.